Entry 1:
A structure of composition C31H71BF2InN8O12, computed with ωB97M-V with the def2-TZVPD basis set.

XYZ file:
```
126
Properties=species:S:1:pos:R:3:forces:R:3:mulliken_charge:R:1
C -4.003 -2.548 -0.194 0.790 -0.125 -0.097 -0.99
C -2.703 -1.632 -0.037 -1.491 0.726 -0.480 1.48
F -2.822 -1.046 1.308 0.190 -0.605 -0.613 -0.45
C -2.762 -0.435 -1.066 -0.391 -0.194 1.161 -0.83
In -1.341 -0.550 -2.826 -0.346 -0.240 -0.347 0.93
C -2.093 0.954 -4.390 -2.060 0.567 -0.967 -0.74
C -3.304 1.765 -3.815 2.488 1.132 0.477 0.40
O -3.081 2.820 -3.202 -1.381 -1.871 -1.190 -0.63
O -4.631 1.288 -3.982 1.882 0.270 0.803 -0.30
B 0.788 0.009 -2.203 0.533 0.058 0.076 0.10
O 1.102 1.389 -1.895 0.163 -1.600 0.712 -0.24
O 1.819 -1.004 -2.087 -1.046 1.742 0.821 -0.55
C -1.245 -2.549 -3.877 -0.302 -0.291 0.504 0.04
C -2.366 -3.593 -3.482 0.757 -0.868 -0.880 -0.75
F -1.337 -2.283 -5.316 -0.012 -0.535 0.916 -0.42
H -3.929 -3.481 0.459 -0.207 1.208 -0.775 0.14
H -4.930 -1.953 0.084 1.234 -0.692 -0.310 0.13
H -4.099 -2.877 -1.277 0.139 0.391 1.302 0.22
H -1.746 -2.211 -0.034 -1.087 0.630 0.074 -0.24
H -2.476 0.501 -0.475 -0.376 -1.119 -0.829 0.27
H -3.851 -0.321 -1.372 1.158 0.062 0.310 -0.24
H -1.251 1.657 -4.698 -1.249 -0.757 0.650 0.27
H -2.480 0.428 -5.327 0.703 0.365 1.223 0.29
H -4.645 0.370 -3.641 -0.175 0.370 -0.639 0.26
H 0.328 1.763 -1.437 0.173 -0.150 -0.672 0.15
H 2.025 -1.014 -1.126 0.320 0.002 -0.704 0.20
H -0.198 -2.972 -3.712 -1.416 0.241 -0.286 0.10
H -2.165 -4.553 -4.081 -0.456 1.044 0.627 0.32
H -3.414 -3.260 -3.740 1.171 -0.105 0.313 0.21
H -2.300 -3.909 -2.398 -0.097 0.770 -1.343 -0.02
C -7.338 -0.821 -4.831 -0.213 0.222 -0.114 0.05
O -6.389 -0.715 -4.084 -0.181 -0.180 0.173 -0.56
N -8.206 0.182 -5.124 0.096 -0.532 -0.056 0.17
C -9.327 -0.005 -6.020 0.172 0.220 0.193 -0.95
C -7.995 1.481 -4.513 0.300 -0.017 0.054 -0.68
H -7.576 -1.768 -5.341 -0.065 0.003 -0.074 0.26
H -9.232 0.687 -6.862 -0.172 -0.080 -0.057 0.33
H -10.255 0.204 -5.482 -0.091 -0.036 -0.174 0.33
H -9.357 -1.026 -6.400 0.071 0.056 0.068 0.28
H -7.010 1.856 -4.799 -0.047 0.075 0.203 0.23
H -8.026 1.377 -3.426 0.069 0.156 -0.036 0.07
H -8.763 2.186 -4.834 -0.017 -0.161 -0.037 0.40
C 4.125 1.165 0.010 0.118 0.417 -0.481 0.51
O 4.123 0.540 1.059 0.132 0.181 0.171 -0.65
N 5.146 1.944 -0.434 -0.571 -0.392 0.171 0.27
C 5.081 2.659 -1.694 0.118 -0.048 0.180 -0.89
C 6.339 2.063 0.382 -0.134 -0.243 0.264 -1.02
H 3.267 1.139 -0.679 0.065 0.095 -0.059 -0.05
H 5.897 2.322 -2.337 -0.085 0.129 -0.113 0.38
H 5.185 3.730 -1.501 -0.010 0.011 -0.180 0.37
H 4.131 2.478 -2.198 0.045 -0.061 0.106 0.14
H 6.774 1.071 0.527 0.119 0.101 0.032 0.25
H 6.067 2.471 1.358 0.160 0.031 -0.021 0.32
H 7.068 2.716 -0.096 -0.137 -0.041 -0.043 0.37
C 7.298 -3.059 0.044 -0.457 -0.036 0.148 0.00
O 7.782 -2.018 -0.356 -0.102 0.028 0.058 -0.56
N 6.021 -3.215 0.480 0.639 -0.278 -0.191 0.24
C 5.518 -4.490 0.943 -0.064 0.296 -0.079 -0.92
C 5.132 -2.065 0.481 0.370 0.071 -0.077 -0.93
H 7.885 -3.992 0.085 -0.037 -0.093 0.031 0.26
H 4.671 -4.789 0.320 -0.010 -0.145 0.124 0.32
H 5.189 -4.390 1.981 -0.058 -0.181 -0.020 0.31
H 6.291 -5.258 0.886 -0.003 0.101 -0.023 0.31
H 5.043 -1.681 -0.537 -0.097 0.102 0.111 0.31
H 5.556 -1.284 1.112 -0.206 0.011 -0.099 0.25
H 4.147 -2.343 0.855 0.124 -0.023 -0.007 0.39
C 2.140 3.999 -3.894 -0.184 -0.108 0.238 -0.02
O 2.668 4.067 -4.989 0.073 0.376 0.078 -0.67
N 1.872 5.059 -3.083 0.123 -0.426 -0.236 0.15
C 1.239 4.899 -1.790 0.047 0.238 -0.119 -0.57
C 2.232 6.391 -3.528 0.062 -0.225 -0.215 -1.00
H 1.828 3.035 -3.462 -0.049 0.093 0.077 0.44
H 0.302 5.461 -1.777 -0.017 -0.081 0.169 0.38
H 1.906 5.284 -1.014 -0.128 -0.050 0.122 0.35
H 1.027 3.850 -1.590 0.097 0.089 -0.129 -0.09
H 1.714 6.608 -4.466 0.110 0.133 0.026 0.29
H 3.309 6.431 -3.707 -0.058 0.157 -0.062 0.29
H 1.957 7.131 -2.777 -0.015 -0.134 -0.002 0.41
C 5.645 3.402 4.195 0.156 -0.175 0.204 0.08
O 5.680 4.374 3.464 0.237 0.018 0.067 -0.63
N 6.688 2.935 4.931 -0.527 0.049 -0.258 0.15
C 6.564 1.767 5.779 0.253 0.126 -0.057 -0.69
C 7.960 3.626 4.864 -0.208 0.155 -0.205 -0.97
H 4.728 2.805 4.319 0.035 -0.081 0.052 0.36
H 6.783 2.050 6.811 -0.110 -0.206 0.031 0.37
H 7.278 1.008 5.450 -0.062 -0.086 0.112 0.36
H 5.557 1.354 5.730 0.069 0.123 0.035 0.00
H 7.824 4.661 5.185 0.162 -0.012 -0.060 0.30
H 8.316 3.625 3.831 0.111 0.100 0.090 0.27
H 8.693 3.137 5.504 -0.138 -0.031 -0.027 0.39
C -0.437 -5.007 -0.609 0.030 -0.044 0.163 -0.03
O -0.800 -3.876 -0.864 0.327 -0.409 0.433 -0.58
N -0.587 -5.626 0.593 0.164 -0.008 -0.486 0.22
C -0.128 -6.980 0.822 -0.157 0.258 0.138 -0.98
C -1.227 -4.906 1.679 0.012 0.219 -0.221 -0.74
H 0.060 -5.639 -1.363 0.013 -0.081 0.011 0.31
H -0.979 -7.603 1.109 0.138 -0.148 0.015 0.35
H 0.609 -6.977 1.629 0.006 -0.200 -0.024 0.35
H 0.330 -7.394 -0.077 -0.052 0.103 0.026 0.29
H -2.235 -4.621 1.376 0.034 0.092 0.157 0.07
H -0.658 -3.998 1.893 -0.161 0.019 0.086 0.29
H -1.274 -5.528 2.572 0.049 -0.027 -0.125 0.39
C -8.556 -0.888 1.340 0.412 0.304 -0.180 0.13
O -8.527 -1.538 2.368 0.079 0.049 0.037 -0.60
N -7.557 -0.087 0.889 -0.710 -0.351 0.070 0.20
C -7.668 0.658 -0.350 0.302 -0.040 0.130 -0.88
C -6.340 0.028 1.672 -0.095 -0.173 0.185 -1.10
H -9.433 -0.903 0.671 0.005 0.054 -0.093 0.26
H -6.867 0.348 -1.026 -0.087 0.165 -0.132 0.31
H -7.570 1.725 -0.135 -0.004 0.012 -0.196 0.31
H -8.631 0.477 -0.830 0.037 -0.061 0.108 0.29
H -5.887 -0.960 1.779 0.104 0.183 0.104 0.36
H -6.586 0.409 2.665 0.127 -0.036 -0.003 0.36
H -5.635 0.701 1.185 -0.083 -0.111 -0.050 0.40
C 2.811 1.832 7.976 -0.337 -0.218 -0.180 0.11
O 4.011 1.633 7.979 -0.028 -0.143 -0.103 -0.57
N 1.885 1.026 7.395 0.274 0.504 0.364 0.12
C 0.468 1.330 7.431 0.127 -0.204 -0.145 -0.92
C 2.329 -0.177 6.716 0.275 0.098 0.083 -0.83
H 2.370 2.717 8.462 -0.090 -0.004 -0.012 0.29
H -0.060 0.515 7.930 -0.146 0.111 -0.043 0.33
H 0.097 1.432 6.408 -0.161 0.026 0.104 0.34
H 0.283 2.259 7.971 0.101 -0.063 -0.031 0.29
H 2.859 -0.815 7.426 0.011 -0.060 -0.144 0.29
H 3.015 0.096 5.911 -0.033 -0.176 -0.008 0.18
H 1.478 -0.717 6.302 0.023 0.132 0.052 0.38
```
Forces are in eV/Å.

Net charge ... -1
DFT total energy ... -2979.49069 Eh

Entry 2:
A cluster of 2 separate species, C31H43BClFN4O11P2S4 in total, computed with ωB97M-V with the def2-TZVPD basis set.

XYZ file:
```
98
Properties=species:S:1:pos:R:3:forces:R:3:mulliken_charge:R:1
C 4.814 4.400 0.099 0.393 -0.078 -0.077 -1.33
C 3.404 4.019 0.398 0.663 0.058 0.705 0.56
O 2.627 3.769 -0.467 -1.003 -0.241 -0.913 -0.41
N 3.050 4.008 1.797 -0.293 0.169 -0.321 0.00
C 1.867 4.869 1.965 0.406 -0.027 0.110 -0.92
C 2.754 2.639 2.260 0.502 0.251 0.131 -0.13
C 3.693 1.574 1.688 -0.458 -0.591 0.330 -1.25
C 3.067 0.697 0.600 0.582 0.528 -0.003 -0.01
C 2.026 -0.276 1.148 0.240 0.243 -0.330 -1.25
C 1.286 -0.924 0.014 -0.334 -0.384 -0.027 0.23
C 0.310 -0.187 -0.652 -0.177 0.198 -0.002 0.07
C -0.391 -0.685 -1.754 0.399 0.004 0.249 -1.15
C -0.126 -1.979 -2.156 -0.148 0.047 0.124 -0.24
C 0.824 -2.762 -1.502 0.197 0.022 0.116 0.96
P 1.140 -4.489 -2.032 0.743 -0.039 0.602 -0.11
P 1.372 -4.503 -4.189 -0.230 -1.084 -0.110 0.89
O 1.442 -5.904 -4.608 -0.221 -0.175 0.014 -0.67
O 2.711 -3.701 -4.507 -0.522 0.554 0.292 -0.49
O 0.199 -3.674 -4.910 0.450 0.438 0.096 -0.45
C 1.558 -2.241 -0.421 -0.081 0.382 -0.461 -0.16
C 2.617 -3.052 0.290 -0.517 -0.189 0.473 -0.79
C 2.158 -3.501 1.686 0.369 0.115 -0.521 -1.37
F 3.798 -2.308 0.376 0.241 0.154 -0.018 -0.37
N -1.331 0.165 -2.398 -0.098 -0.892 0.039 1.01
C -1.810 -0.279 -3.701 -0.380 0.771 -0.444 -1.62
C -2.109 0.953 -4.565 0.626 -0.384 -0.110 -0.86
C -0.806 1.664 -4.946 0.228 0.400 0.269 -0.90
C -0.369 2.696 -3.887 0.148 -0.836 -0.262 -0.28
S 0.240 4.227 -4.559 -0.727 0.632 0.459 1.20
O -0.002 5.256 -3.599 0.258 -0.022 0.184 -0.56
O -0.240 4.421 -5.889 0.306 -0.244 -0.317 -0.62
Cl 2.264 3.952 -4.613 -0.086 -0.137 -0.144 -0.21
C -2.301 0.681 -1.513 -0.465 0.356 0.184 -0.71
C -3.674 0.593 -1.713 0.132 0.177 0.195 -0.64
C -4.570 1.150 -0.800 0.329 0.195 -0.116 0.05
C -6.020 0.968 -1.129 -0.506 0.115 0.308 -1.68
S -6.534 -0.705 -0.686 1.169 -0.560 -0.176 0.95
O -6.537 -1.501 -1.880 -0.502 0.105 -0.231 -0.62
O -5.715 -1.147 0.405 -0.330 0.219 0.388 -0.54
C -4.140 1.813 0.359 0.243 0.277 -0.105 0.31
B -5.070 2.443 1.484 -0.154 0.056 0.203 0.43
N -6.192 3.316 1.249 0.277 -0.853 -0.743 -0.57
O -4.797 2.118 2.800 0.242 -0.239 -0.194 -0.57
C -2.748 1.907 0.530 -0.149 -0.587 0.085 0.80
N -2.205 2.599 1.669 -0.218 -0.125 -0.915 -0.55
C -2.051 3.793 1.603 0.104 0.156 0.544 0.56
S -1.867 5.334 1.623 0.041 0.378 -0.019 -0.40
C -1.855 1.351 -0.374 0.574 -0.170 0.105 0.06
S -0.100 1.464 -0.138 -0.089 0.109 0.027 0.28
H 4.942 5.477 0.189 -0.107 0.169 0.053 0.35
H 5.066 4.097 -0.910 0.034 0.032 -0.159 0.33
H 5.499 3.951 0.809 0.082 -0.054 0.164 0.36
H 0.945 4.358 1.694 -0.137 -0.073 0.008 0.13
H 1.831 5.212 2.996 -0.172 -0.040 0.152 0.31
H 1.960 5.739 1.322 0.017 0.169 -0.007 0.43
H 1.713 2.390 2.041 -0.122 -0.101 -0.094 0.12
H 2.871 2.646 3.341 -0.174 0.107 0.190 0.35
H 3.950 0.902 2.506 0.192 -0.050 0.111 0.48
H 4.635 1.991 1.350 0.096 0.188 -0.059 0.37
H 3.880 0.147 0.134 -0.048 -0.271 -0.171 0.41
H 2.653 1.345 -0.172 -0.190 -0.028 -0.086 0.17
H 2.532 -1.010 1.755 0.036 -0.136 0.222 0.41
H 1.338 0.278 1.783 -0.253 -0.068 0.052 0.72
H -0.671 -2.392 -2.985 -0.079 -0.099 -0.069 0.18
H -0.096 -5.134 -1.841 -0.178 0.178 -0.421 0.12
H 3.208 -3.608 -3.683 0.283 0.141 -0.166 0.36
H -0.625 -3.980 -4.513 -0.229 -0.063 -0.298 0.37
H 2.880 -3.933 -0.275 0.051 -0.078 -0.286 0.72
H 2.935 -3.269 2.407 0.037 0.012 0.170 0.37
H 2.015 -4.575 1.690 -0.120 -0.162 0.072 0.43
H 1.228 -3.033 1.975 -0.131 0.080 0.202 0.48
H -2.675 -0.941 -3.658 -0.118 -0.127 0.240 0.56
H -1.036 -0.824 -4.222 0.337 -0.153 0.131 0.75
H -2.583 0.620 -5.484 -0.320 0.000 -0.014 0.52
H -2.755 1.636 -4.024 -0.332 0.100 -0.141 0.37
H -0.015 0.927 -5.054 0.149 -0.119 -0.104 0.34
H -0.888 2.166 -5.905 -0.221 0.045 -0.074 0.60
H -1.203 2.966 -3.250 -0.135 0.432 0.038 0.07
H 0.395 2.297 -3.231 0.171 0.130 0.163 0.33
H -4.077 0.102 -2.580 -0.062 -0.136 -0.167 0.60
H -6.669 1.648 -0.589 -0.029 0.045 0.233 0.51
H -6.221 1.110 -2.184 -0.029 -0.203 -0.217 0.49
H -7.802 -0.579 -0.213 -0.021 0.164 -0.178 0.16
H -7.044 2.946 1.652 -0.029 0.577 0.427 0.25
H -6.351 3.561 0.281 -0.105 0.135 0.030 0.27
H -4.421 2.852 3.291 -0.266 0.045 0.279 0.29
O 0.517 -4.554 3.991 0.022 0.088 0.047 -0.53
C 1.238 -4.846 4.898 -0.184 -0.252 -0.040 0.53
C 0.910 -5.707 6.103 0.281 0.264 0.298 -0.52
C 2.053 -5.384 7.064 -0.109 -0.065 -0.009 -0.49
C 3.181 -5.033 6.102 0.048 -0.045 0.130 -0.45
O 2.533 -4.448 4.959 0.029 0.047 0.034 -0.30
H 0.917 -6.752 5.792 -0.074 -0.006 -0.032 0.27
H -0.066 -5.447 6.502 -0.105 -0.109 -0.153 0.31
H 2.308 -6.193 7.745 0.042 -0.024 -0.048 0.33
H 1.793 -4.510 7.663 0.021 0.006 0.004 0.27
H 3.733 -5.915 5.771 -0.020 -0.014 -0.008 0.27
H 3.884 -4.313 6.514 0.001 0.072 -0.122 0.31
```
Forces are in eV/Å.

Net charge ... 0
DFT total energy ... -5114.24271 Eh

Number 1: gap between HOMO and LUMO 6.44 eV, E_HOMO -4.647 eV, largest force on an atom 2.8 eV/Å. Number 2: gap between HOMO and LUMO 8.27 eV, E_HOMO -8.333 eV, largest force on an atom 1.4 eV/Å.